The following is a DFT calculation (the ωB97M-V functional and the def2-TZVPD basis) of C2H5N3O3 in the gas phase.

Geometry as ORCA input:
```
! wB97M-V def2-TZVPD RIJCOSX def2/J DEFGRID3
* xyz 0 1
C 0.2157 -0.4664 0.4949
C -0.6132 0.9447 -2.5084
H -1.8424 0.2449 1.6880
H -0.2467 -1.3192 2.1743
H -0.5738 1.7964 -3.1406
H -1.1856 0.0959 -2.7907
H 1.8366 0.8234 -0.4008
N -0.6861 -1.2177 1.2136
N 0.1584 0.8567 -1.4349
N 1.1508 0.0735 1.1745
O -1.9972 -0.6215 1.2915
O -0.1678 -0.4113 -0.7999
O 2.1694 0.7204 0.4932
*
```

As for the lowest unoccupied orbital energy: 0.1 eV. For the energy relative to the best compared isomer or geometry (same formula, charge and spin), the calculation gives 132.6 kcal/mol. Its gap between HOMO and LUMO is 9.34 eV. The electronic energy is -12761.8511 eV.